No. 1
Below is a 2-piece molecular cluster, C2H5ClNO3P overall in a non-equilibrium geometry, with properties calculated with ωB97M-V/def2-TZVPD.

Each line ends with the natural charge from an NBO analysis.
Element x y z (Å)
C  -0.8387  0.3840  -1.1056  -0.675
C  0.4131  -0.0470  -0.3585  0.195
N  0.4776  -0.8823  0.6049  -0.659
O  1.5802  -2.9345  2.0822  -1.188
O  2.8039  -1.8321  0.1300  -1.210
O  0.6066  -3.1156  -0.2806  -1.194
P  1.6033  -2.4841  0.6596  2.455
Cl  -4.5580  10.5773  1.6853  -1.000
H  -0.6319  -0.1515  -2.0053  0.247
H  -0.7862  1.5471  -1.1584  0.217
H  -1.6945  0.1918  -0.5215  0.220
H  1.3841  0.0734  -0.7015  0.208
H  -0.3596  -1.3265  0.9694  0.386

Output
DFT total energy = -1161.37474 hartree
Frontier orbital gap = 7.202 eV
Net charge = -2
E_LUMO = 4.79 eV

No. 2
Below is C13H10F5NNi as an isolated structure in a non-equilibrium geometry, with properties calculated with ωB97M-V/def2-TZVPD.

Each line ends with the Mulliken spin population.
Element x y z (Å)
C  -0.4377  0.9812  -2.0500  0.006
C  0.9756  1.1520  -1.8302  0.036
C  1.1442  1.9664  -0.6636  0.075
C  -0.1563  2.3271  -0.1717  0.094
C  -1.1408  1.7394  -1.0400  -0.011
Ni  -0.0156  0.0713  -0.0623  1.380
N  -1.2326  -1.3281  -0.0941  0.067
C  -0.3946  -2.3381  -0.4949  -0.061
C  0.9760  -1.7139  -0.6760  0.365
H  2.0905  2.3095  -0.2782  -0.007
H  1.7704  0.7528  -2.4448  -0.026
H  -0.3697  3.0003  0.6438  -0.001
H  -2.2113  1.8698  -0.9726  0.005
H  -0.8927  0.4737  -2.8910  -0.003
H  1.3544  -1.7355  -1.6950  -0.050
H  -0.3050  -3.1773  0.2068  -0.009
H  -2.1963  -1.5863  0.0294  0.047
H  1.7368  -2.0349  0.0313  -0.002
H  -0.7250  -2.7464  -1.4521  -0.004
F  -1.4298  -1.9149  2.4109  -0.001
C  -0.6444  -0.9161  2.8483  -0.065
C  0.0410  -0.0186  2.0277  0.101
C  0.8339  0.9254  2.6882  0.029
F  1.5942  1.8423  2.0304  -0.004
C  0.9334  0.9957  4.0723  0.040
F  1.7140  1.9354  4.6491  -0.002
C  0.2313  0.0934  4.8649  -0.019
F  0.3238  0.1527  6.2056  -0.004
C  -0.5517  -0.8600  4.2466  0.026
F  -1.2283  -1.7505  5.0031  0.000

Output
DFT total energy = -2563.55492 hartree
2S+1 = 3
Frontier orbital gap (spin up / spin down) = 3.877 / 3.939 eV
Net charge = -2
E_LUMO (spin up / spin down) = 5.58 / 5.55 eV

No. 3
Below is a 2-piece molecular cluster, C5H5NO overall in a non-equilibrium geometry, with properties calculated with ωB97M-V/def2-TZVPD.

Each line ends with the natural charge from an NBO analysis.
Element x y z (Å)
O  1.2002  0.1627  1.9790  -0.342
C  0.9770  -0.2534  0.9359  0.864
C  0.6527  -0.5680  -0.3607  -0.469
C  -0.6058  -1.4843  -0.5074  -0.320
C  -0.7558  -0.0737  -0.8235  -0.302
C  -1.4707  0.7471  0.0917  0.206
N  -2.0620  1.4487  0.8085  -0.366
H  1.3595  2.4326  -0.0081  -0.019
H  1.5078  -0.6249  -1.0312  0.290
H  -0.9957  -1.9403  0.4072  0.211
H  -0.4443  -2.1901  -1.3205  0.229
H  0.6372  2.3435  -0.1708  0.019

Output
DFT total energy = -323.33716 hartree
Frontier orbital gap = 7.908 eV
E_LUMO = -0.39 eV

No. 4
Below is C11H9BIO3 as an isolated structure in a non-equilibrium geometry, with properties calculated with ωB97M-V/def2-TZVPD.

Each line ends with the natural charge from an NBO analysis.
Element x y z (Å)
C  -1.7671  -3.2038  -0.7228  -1.009
B  -0.4290  -2.4384  -1.2055  0.880
O  0.3354  -2.8694  -2.3150  -0.915
C  0.1146  -1.0559  -0.4417  -0.305
C  0.9854  -1.1150  0.6839  -0.187
C  1.4262  0.0436  1.3129  -0.187
C  0.9654  1.2544  0.8416  -0.165
C  0.1045  1.3128  -0.2380  -0.084
C  -0.3248  0.1807  -0.8982  -0.194
C  -0.3720  2.6809  -0.6606  0.526
O  -0.6240  2.9797  -1.8096  -0.535
C  -0.5491  3.6507  0.4887  -0.250
C  0.2672  3.5953  1.5266  -0.246
C  1.3676  2.5533  1.4985  0.540
O  2.4754  2.7638  1.9472  -0.532
H  -2.1616  -3.8917  -1.4847  0.205
H  -2.5591  -2.5260  -0.3705  0.211
H  -1.4900  -3.8122  0.1381  0.270
H  -0.2363  -3.0934  -3.0568  0.471
H  1.3364  -2.1307  1.0979  0.214
H  2.1127  0.0234  2.1544  0.215
H  -0.9950  0.2684  -1.7487  0.212
H  -1.3619  4.3762  0.5132  0.217
H  0.1451  4.2547  2.3839  0.218
I  1.2341  -3.8014  0.3654  -0.569

Output
DFT total energy = -972.89699 hartree
Frontier orbital gap = 5.534 eV
Net charge = -1
E_LUMO = 2.07 eV

No. 5
Below is a 2-piece molecular cluster, C6H12N2 overall in a non-equilibrium geometry, with properties calculated with ωB97M-V/def2-TZVPD.

Each line ends with the natural charge from an NBO analysis.
Element x y z (Å)
C  -0.4565  -0.2134  1.0330  -0.549
C  1.8555  1.0348  0.2315  -0.647
C  -1.2705  -1.4684  0.7864  -0.638
C  -1.2700  1.0576  -0.6601  0.537
C  0.8707  0.1852  -0.5399  0.347
N  1.4360  -0.9178  -1.1202  -0.810
C  -0.1425  0.8644  -1.3452  -0.591
N  -2.4682  1.3630  -0.6025  -0.724
H  0.8339  -1.5046  -1.6773  0.395
H  2.2041  -1.3812  -0.6575  0.384
H  -2.9504  1.4473  0.2854  0.393
H  0.0111  1.1138  -2.3896  0.231
H  -0.9728  0.5307  1.6405  0.205
H  0.4301  -0.4551  1.6220  0.199
H  1.3352  1.8351  0.7484  0.233
H  2.4258  0.4459  0.9537  0.202
H  2.5550  1.4833  -0.4804  0.220
H  -2.2146  -1.2469  0.2897  0.210
H  -0.7227  -2.1803  0.1604  0.194
H  -1.4893  -1.9934  1.7216  0.208

Output
DFT total energy = -345.17814 hartree
Frontier orbital gap = 8.320 eV
E_LUMO = 0.72 eV

No. 6
Below is a 7-piece molecular cluster, C14H21N7 overall in a non-equilibrium geometry, with properties calculated with ωB97M-V/def2-TZVPD.

Each line ends with the natural charge from an NBO analysis.
Element x y z (Å)
C  -3.7889  2.3573  -1.4447  -0.719
C  -2.5659  3.1040  -1.2186  0.297
N  -1.5870  3.6754  -1.0454  -0.350
H  -3.6555  1.3681  -1.0067  0.262
H  -3.8271  2.4132  -2.5326  0.260
H  -4.5832  2.9012  -0.9335  0.255
C  3.3654  -0.2027  2.4124  -0.720
C  4.4195  0.5886  3.0674  0.289
N  5.2679  1.2021  3.5782  -0.333
H  2.4238  -0.0562  2.9415  0.265
H  3.6243  -1.2591  2.4839  0.258
H  3.2841  0.1146  1.3727  0.239
C  -1.9324  -2.9954  -0.7607  -0.738
C  -0.7093  -3.1156  -1.5641  0.305
N  0.2358  -3.1847  -2.1956  -0.350
H  -1.6057  -3.0273  0.2787  0.255
H  -2.6712  -3.7597  -1.0017  0.259
H  -2.5537  -2.1060  -0.8661  0.269
C  -1.3890  -1.1352  -4.7906  -0.737
C  -1.5372  -0.5779  -3.4357  0.354
N  -1.6247  -0.1474  -2.3683  -0.426
H  -2.2410  -1.6750  -5.2038  0.258
H  -0.4967  -1.7606  -4.7606  0.290
H  -1.1443  -0.2857  -5.4282  0.263
C  -0.3155  0.5641  0.4522  -0.726
C  -0.4135  1.3056  1.7095  0.309
N  -0.4334  1.8770  2.7209  -0.365
H  -0.6436  1.2622  -0.3180  0.285
H  -0.8099  -0.4064  0.4954  0.250
H  0.7351  0.3316  0.2784  0.244
C  0.3812  1.3954  5.9292  -0.708
C  0.9408  -0.0006  5.7219  0.305
N  1.2988  -1.0763  5.5281  -0.368
H  -0.6901  1.5076  5.7622  0.261
H  0.9084  2.0974  5.2832  0.265
H  0.5929  1.6316  6.9720  0.245
C  2.3464  -0.2926  -2.1932  -0.729
C  2.2858  -0.7901  -3.5811  0.309
N  2.2189  -1.1241  -4.6876  -0.359
H  2.6860  0.7351  -2.0639  0.261
H  2.9001  -1.0940  -1.7041  0.260
H  1.3037  -0.3595  -1.8827  0.258

Output
DFT total energy = -929.26826 hartree
Frontier orbital gap = 11.636 eV
SMILES = CC#N.CC#N.CC#N.CC#N.CC#N.CC#N.CC#N
E_LUMO = 0.13 eV

No. 7
Below is a 2-piece molecular cluster, C2H5N2O overall in a non-equilibrium geometry, with properties calculated with ωB97M-V/def2-TZVPD.

Each line ends with the natural charge from an NBO analysis.
Element x y z (Å)
C  -0.8971  -0.2939  -0.2793  -0.260
C  0.2187  -0.1852  0.6546  0.088
N  2.1510  -0.3083  -1.9183  0.193
N  -0.8549  0.7473  0.8053  -0.526
O  3.1671  -0.2877  -1.4263  -0.122
H  -0.6644  0.0103  -1.2871  0.273
H  -1.7165  -0.9278  -0.0768  0.251
H  0.4840  -0.9495  1.3421  0.223
H  -0.4973  1.6162  0.6320  0.446
H  -1.3905  0.5786  1.5538  0.433

Output
DFT total energy = -263.47153 hartree
Frontier orbital gap (spin up / spin down) = 12.230 / 5.704 eV
Net charge = +1
E_LUMO (spin up / spin down) = -3.63 / -6.43 eV

- Number 2 is which compound?
  C13H10F5NNi

- Which formula does entry 1 have?
  C2H5ClNO3P

- The lowest DFT total energy belongs to which entry?
  C13H10F5NNi